Entry 1:
# C5H12NO

An isolated ion of composition C5H12NO and charge +1 (ωB97M-V/def2-TZVPD, OMol25).

Properties
**SMILES**: OC[C@@H]1CCC[NH2+]1
**Energy relative to the best compared isomer or geometry (same formula, charge and spin)**: 0.0 kcal per mole
**Net charge**: +1

Geometry (Å):
1 O 2.53663 0.25959 0.52064
2 C 1.40231 -0.44288 0.93340
3 C 0.38517 -0.31755 -0.18000
4 C -0.11291 1.09417 -0.46754
5 C -1.63288 1.01333 -0.73767
6 C -2.02249 -0.44954 -0.54982
7 N -0.86895 -1.06756 0.21339
8 H 3.29040 0.00676 1.06286
9 H 0.95352 -0.02430 1.85264
10 H 1.60880 -1.50580 1.12348
11 H 0.74679 -0.79152 -1.08572
12 H 0.15466 1.75241 0.35598
13 H 0.38780 1.50094 -1.34202
14 H -1.81814 1.33039 -1.75526
15 H -2.18405 1.64959 -0.04906
16 H -2.16942 -1.01979 -1.45963
17 H -2.92194 -0.61865 0.03168
18 H -1.02450 -0.92454 1.21367
19 H -0.80402 -2.07217 0.05304

---

Entry 2:
# C6H9BrO

A single C6H9BrO molecule (ωB97M-V/def2-TZVPD, OMol25).

Properties
**SMILES**: CC1(C)C[C@H]1C(=O)Br
**Energy relative to the best compared isomer or geometry (same formula, charge and spin)**: 26.1 kcal per mole

Geometry (Å):
1 C 0.12222 0.49771 -1.53942
2 C 0.12085 0.15556 -0.01719
3 C 1.35248 -0.62337 0.40165
4 C -0.22912 1.24332 1.03300
5 C -1.20030 0.02637 0.82288
6 C -2.72780 0.63233 -0.00919
7 O -2.75626 1.67403 -0.49375
8 Br -4.33982 -0.44024 0.23801
9 H 1.03695 0.15388 -1.94481
10 H -0.00300 1.52919 -1.66582
11 H -0.58338 0.10575 -2.24479
12 H 1.75599 -0.12555 1.25331
13 H 2.09437 -0.48183 -0.32322
14 H 1.22848 -1.70253 0.62184
15 H -0.49292 2.18205 0.59664
16 H 0.24479 1.34907 2.01914
17 H -1.49341 -0.80362 1.51415

---

Entry 3:
# C18H43NO13Si2

C18H43NO13Si2 as an isolated structure (ωB97M-V/def2-TZVPD, OMol25).

Properties
**Electronic energy**: -63227.408 eV

Geometry (Å):
1 C -0.33900 -1.99273 3.73542
2 C -1.08212 -0.53760 3.55338
3 N -2.33075 -0.56612 2.69597
4 Si -3.73950 -1.30655 3.59556
5 O -5.28069 -0.74394 2.95914
6 Si -6.64974 -1.48097 3.78500
7 H -0.02120 -2.09586 4.87990
8 H 0.65596 -2.05079 3.08157
9 H -0.99108 -2.91866 3.43726
10 H -0.30266 0.15497 2.97193
11 H -1.22155 -0.03382 4.60673
12 H -2.61972 0.45496 2.61184
13 H -3.66092 -2.75734 3.28642
14 H -3.60414 -1.17299 5.04895
15 H -6.23568 -2.51315 4.76685
16 H -7.37389 -0.36298 4.44297
17 H -7.47874 -2.10054 2.71927
18 C -0.96413 0.75516 -0.43370
19 C -0.46495 2.06802 0.14416
20 O 0.96765 2.11084 0.16116
21 C 1.56227 2.36060 -1.03101
22 O 0.98871 2.55625 -2.09308
23 O 2.90569 2.32810 -0.85046
24 C 3.65305 2.47464 -2.05559
25 H -0.51922 -0.09244 0.09740
26 H -2.05281 0.68812 -0.36072
27 H -0.68220 0.65130 -1.48625
28 H -0.79636 2.15302 1.18410
29 H -0.87294 2.93041 -0.39578
30 H 3.35145 3.37213 -2.60530
31 H 3.53289 1.58225 -2.67690
32 H 4.70976 2.57277 -1.79076
33 C -3.06401 -1.70411 -6.26208
34 C -1.99662 -0.93523 -7.02118
35 O -2.06997 0.46694 -6.73315
36 C -1.55591 0.84915 -5.53862
37 O -1.03908 0.11310 -4.71016
38 O -1.73861 2.18611 -5.40603
39 C -1.33191 2.70082 -4.14031
40 H -4.05456 -1.28076 -6.45705
41 H -3.06444 -2.75772 -6.55357
42 H -2.90298 -1.64565 -5.18097
43 H -2.16858 -1.04671 -8.09661
44 H -0.99232 -1.32244 -6.81339
45 H -0.29944 2.41982 -3.90858
46 H -2.01294 2.34745 -3.36048
47 H -1.38979 3.79228 -4.18240
48 C -0.55219 -5.36980 10.51421
49 C -0.58010 -5.29514 8.99752
50 O -1.69548 -4.51916 8.54119
51 C -1.55872 -3.17481 8.64718
52 O -0.58045 -2.58414 9.08231
53 O -2.70572 -2.59591 8.21396
54 C -2.73129 -1.17915 8.37051
55 H -1.51012 -5.73432 10.89881
56 H 0.24426 -6.03642 10.85528
57 H -0.38899 -4.38257 10.95793
58 H -0.70781 -6.30299 8.58953
59 H 0.35920 -4.90024 8.59318
60 H -1.85563 -0.71106 7.90926
61 H -2.79090 -0.92480 9.43285
62 H -3.62723 -0.79794 7.87213
63 C 3.73408 2.32293 -7.63471
64 C 4.03583 3.38838 -6.59525
65 O 5.18485 3.03471 -5.81478
66 C 6.38462 3.22216 -6.41697
67 O 6.56219 3.66617 -7.54238
68 O 7.35576 2.80557 -5.56740
69 C 8.66761 2.85354 -6.12338
70 H 3.64131 1.33996 -7.16186
71 H 2.80599 2.55064 -8.16562
72 H 4.54135 2.24468 -8.36978
73 H 3.19268 3.46334 -5.90099
74 H 4.16588 4.37621 -7.05241
75 H 8.89484 3.84669 -6.52419
76 H 8.76862 2.09059 -6.90087
77 H 9.38323 2.63274 -5.32616

---

| no. | maximum force (eV Å⁻¹) |
| --- | --- |
| 1 | 0.44 |
| 2 | 5.23 |
| 3 | 3.11 |